Entry 1:
C31H38BaNOPSi | wB97M-V/def2-TZVPD

For the LUMO energy (alpha / beta), the calculation gives -0.39 / -0.37 eV. The value obtained for the orbital gap (alpha / beta) is 5.495 / 5.519 eV. Its energy above the lowest of the compared OMol25 structures with the same formula, charge and spin is 0.0 kcal per mole. For the strongest force on any atom, the calculation gives 3.28 eV Å⁻¹. As for the total energy: -54159.8420 eV.

Last column: Mulliken charge in e.
Geometry (Å):
Ba: -0.1810 1.3866 0.6117  1.32
P: -2.3781 0.7357 -1.7181  0.98
Si: 0.8876 -1.8442 1.4283  -0.40
O: 0.8386 -0.8758 0.1518  -0.33
N: 0.1874 4.4043 -1.2984  0.30
C: -2.2484 -4.1674 2.8608  -0.68
C: 1.4267 1.7397 -3.0298  -0.22
C: 1.9629 0.3457 2.8579  -0.24
C: 3.4408 -2.7378 2.3712  -0.41
C: -0.6984 -2.8343 1.5586  -0.01
C: 2.9574 -5.4404 1.8614  -0.66
C: -3.1730 -4.1087 1.8184  -0.55
C: -3.1173 2.0487 -2.7420  -1.53
C: 2.0429 2.7525 -2.0842  -1.28
C: 1.3715 0.5460 -5.1491  -0.76
C: 0.9563 3.2559 -1.1211  -1.37
C: 2.2449 -3.1102 1.7375  0.75
C: 0.2299 1.1424 -2.6940  2.29
C: 0.7057 1.7156 4.4069  -0.60
C: 2.0119 1.4230 -4.2662  -0.79
C: -1.5940 -2.8372 0.4857  -0.50
C: -0.1879 4.7670 -2.6592  -0.79
C: 0.1618 -0.0623 -4.7819  -0.64
C: 2.0231 -4.4739 1.4721  -0.08
C: -3.8860 -0.2148 -1.3058  -0.88
C: 4.1376 -5.0589 2.5066  -0.45
C: 0.9232 -0.6000 2.8546  0.06
C: 4.3797 -3.7036 2.7506  -0.70
C: -2.8377 -3.4673 0.6197  -0.34
C: 0.1360 5.4805 -0.3162  -0.95
C: 1.8453 1.5079 3.6263  -0.67
C: -1.7383 -0.3462 -3.1007  -1.19
C: -0.1928 -0.4130 3.6712  0.04
C: -0.9978 -3.5514 2.7225  0.05
C: -0.3026 0.7509 4.4398  -0.75
C: -0.4219 0.2555 -3.5345  -0.60
H: -2.4885 -0.3781 -3.9146  0.56
H: -0.2826 5.8614 -2.7280  0.40
H: -0.3525 -0.7520 -5.4477  0.45
H: 2.9623 1.9032 -4.5204  0.37
H: 2.7578 -6.4973 1.6642  0.37
H: -2.3496 2.6062 -3.2868  0.25
H: -2.4879 -4.6882 3.7923  0.37
H: 0.0661 6.4437 -0.8482  0.28
H: -4.4371 -0.4809 -2.2217  0.33
H: 1.8119 0.3423 -6.1221  0.37
H: 5.3027 -3.3910 3.2461  0.37
H: -0.9849 -1.1681 3.6975  0.44
H: -3.6470 2.7438 -2.0793  0.40
H: 4.8680 -5.8110 2.8115  0.36
H: -1.1695 4.3394 -2.9089  0.11
H: 2.8608 0.1881 2.2504  0.32
H: -0.2602 -3.6262 3.5278  0.53
H: -3.8288 1.6188 -3.4586  0.41
H: -0.7613 5.4005 0.3107  0.27
H: 1.0210 5.4979 0.3458  0.33
H: -1.6186 -1.3707 -2.6922  0.43
H: -3.6247 -1.1279 -0.7498  0.00
H: -3.5434 -3.4562 -0.2143  0.50
H: 0.6214 2.6169 5.0161  0.41
H: 0.5380 4.4195 -3.4131  0.26
H: -2.4698 0.9531 1.6913  -0.15
H: 0.1239 2.4659 -1.3879  -0.82
H: -1.3140 -2.3454 -0.4544  0.43
H: -2.4819 1.7889 1.6932  0.23
H: 3.6354 -1.6882 2.5966  0.04
H: 1.3299 3.2051 -0.0643  1.16
H: 1.0980 -4.7910 0.9818  0.38
H: 2.5693 3.5471 -2.6150  0.39
H: 2.6608 2.2353 3.6203  0.44
H: -4.5182 0.4165 -0.6656  0.41
H: -4.1573 -4.5682 1.9298  0.37
H: -1.1797 0.8876 5.0767  0.40
H: 2.8142 2.2482 -1.4723  0.38

Forces on atoms 1 to 2 (eV/Å):
Ba 0.662 -1.885 -0.904
P 0.305 -0.675 -0.293

Entry 2:
C3H6N2O2 | wB97M-V/def2-TZVPD

For the LUMO energy, the calculation gives 0.28 eV. The value obtained for the orbital gap is 9.288 eV. Its energy above the lowest of the compared OMol25 structures with the same formula, charge and spin is 214.0 kcal per mole. For the strongest force on any atom, the calculation gives 10.24 eV Å⁻¹. As for the total energy: -10275.5192 eV. The SMILES is C=NO/C=N\OC.

Last column: Mulliken charge in e.
Geometry (Å):
O: -1.1117 0.2471 -0.4906  -0.11
O: 0.8175 0.1985 0.4280  -0.10
N: 2.2819 0.0674 0.7866  -0.38
N: -0.2613 -0.1366 -1.4120  -0.49
C: 0.7568 -0.0308 -0.8279  0.24
C: -2.4197 -0.4077 -0.8853  -0.57
C: 2.3601 0.7804 1.9443  -0.18
H: -3.1673 -0.7242 -0.0207  0.26
H: 1.3742 1.4622 2.2909  0.24
H: -3.0086 0.2126 -1.6852  0.26
H: -2.3786 -1.5906 -1.4050  0.24
H: 3.2070 0.5688 2.6585  0.29
H: 1.5496 -0.6471 -1.3815  0.30

Forces on atoms 1 to 2 (eV/Å):
O -9.019 -0.877 0.988
O 3.790 1.093 3.293

Entry 3:
C10H13N3OS | wB97M-V/def2-TZVPD

For the LUMO energy, the calculation gives -0.13 eV. The value obtained for the orbital gap is 7.114 eV. Its energy above the lowest of the compared OMol25 structures with the same formula, charge and spin is 102.1 kcal per mole. For the strongest force on any atom, the calculation gives 5.51 eV Å⁻¹. As for the total energy: -27929.4898 eV.

Last column: Mulliken charge in e.
Geometry (Å):
S: -3.3645 1.1760 0.8888  -0.46
O: 4.2697 0.5811 -0.3699  -0.67
N: -4.4151 -0.4034 -1.2440  -0.12
N: 3.0471 -1.1619 0.1950  -0.05
N: 1.8456 1.5960 -0.1738  -0.22
C: -3.4181 -1.1521 -1.1190  -0.22
C: -0.5276 -1.6046 0.8107  -0.76
C: -1.1439 -0.3909 0.7750  -0.03
C: -2.5163 -0.1859 0.9524  -0.59
C: 1.6767 -0.8130 0.2872  1.04
C: 1.2716 2.9111 -0.2104  -0.99
C: 4.1947 -0.6181 -0.1464  0.10
C: -0.2840 0.6640 0.4446  -0.24
C: 1.0739 0.4849 0.1208  0.97
C: 0.8200 -1.8673 0.6361  -1.13
H: 5.0721 -1.2536 -0.0208  0.35
H: -4.4777 0.5312 -0.8955  0.05
H: 3.0758 -2.1371 0.3806  0.14
H: 2.0071 3.5412 -0.8605  0.30
H: 2.7418 1.6047 -0.3803  0.29
H: -3.4248 -2.1412 -1.5731  0.22
H: 0.2853 2.8035 -0.7804  0.28
H: -3.1052 -1.0089 1.4448  0.34
H: -5.0433 -0.5209 -1.9913  0.27
H: 1.1192 3.2018 0.9090  0.24
H: 1.2320 -2.8965 0.7302  0.21
H: -1.2168 -2.4968 0.8633  0.23
H: -0.7951 1.5565 0.3270  0.43

Forces on atoms 1 to 2 (eV/Å):
S -0.474 2.357 0.385
O 1.393 -0.337 -0.670

Entry 4:
C3H8N2S | wB97M-V/def2-TZVPD

For the LUMO energy, the calculation gives 0.95 eV. The value obtained for the orbital gap is 9.695 eV. Its energy above the lowest of the compared OMol25 structures with the same formula, charge and spin is 94.6 kcal per mole. For the strongest force on any atom, the calculation gives 5.74 eV Å⁻¹. As for the total energy: -17052.6296 eV. The SMILES is CN1CN1CS.

Last column: Mulliken charge in e.
Geometry (Å):
S: -0.6736 -2.2577 1.2276  -0.15
N: 0.3987 0.5151 0.3195  -0.16
N: -0.2449 -0.0925 -0.7196  -0.37
C: -1.2335 -1.3377 -0.3034  -0.51
C: 1.1173 -0.2766 -0.6907  -0.15
C: 0.4584 1.9220 0.3393  -0.74
H: 1.7214 0.1416 -1.5519  0.23
H: -2.1434 -0.8107 -0.2510  0.32
H: -1.2151 -1.5502 2.0878  0.11
H: 1.3571 2.0708 0.9925  0.29
H: 1.4728 -1.1398 -0.2670  0.34
H: -0.4525 2.4459 0.6986  0.23
H: 0.6923 2.4043 -0.7375  0.24
H: -1.2549 -2.0345 -1.1442  0.32

Forces on atoms 1 to 2 (eV/Å):
S 0.886 -1.537 -3.631
N 0.780 -1.180 1.142

Entry 5:
CH4O2S2 | wB97M-V/def2-TZVPD

For the LUMO energy, the calculation gives 0.23 eV. The value obtained for the orbital gap is 9.687 eV. Its energy above the lowest of the compared OMol25 structures with the same formula, charge and spin is 26.6 kcal per mole. For the strongest force on any atom, the calculation gives 3.99 eV Å⁻¹. As for the total energy: -26865.9930 eV. The SMILES is OC(O)SS.

Last column: Mulliken charge in e.
Geometry (Å):
S: -1.0658 0.6260 0.7080  -0.05
S: -2.2561 -0.4690 -0.5825  -0.24
O: 1.1254 0.8445 -1.0491  -0.48
O: 0.9551 -1.0802 0.2049  -0.41
C: 0.7085 0.2184 0.3670  0.03
H: 1.0460 0.7888 1.2475  0.29
H: 0.2571 -1.2753 -0.4790  0.36
H: -2.0396 -1.4014 0.3645  0.20
H: 1.2695 1.7481 -0.7814  0.29

Forces on atoms 1 to 2 (eV/Å):
S 0.021 1.038 -0.017
S 1.061 -0.291 0.829

Entry 6:
C4H4NaO3 | wB97M-V/def2-TZVPD

As for the spin multiplicity: 2. For the LUMO energy (alpha / beta), the calculation gives -1.19 / -2.03 eV. The value obtained for the orbital gap (alpha / beta) is 7.488 / 5.702 eV. For the strongest force on any atom, the calculation gives 4.47 eV Å⁻¹. As for the total energy: -14768.2118 eV.

Last column: Mulliken charge in e.
Geometry (Å):
Na: -2.4143 -2.1241 0.8882  0.98
O: 1.4104 -1.2806 1.4718  -0.64
O: -0.2041 -2.7473 1.1444  -0.76
O: -0.6247 -0.5881 0.9000  -0.62
C: 0.4742 0.8636 -2.0440  -0.65
C: 0.3219 1.4120 -0.8632  0.20
C: -0.0209 1.3339 0.4690  -0.36
C: 0.2082 -1.5648 1.2169  0.85
H: 0.1310 -0.1596 -2.2359  0.23
H: 0.8049 1.4503 -2.9057  0.25
H: 0.8007 1.4759 1.1801  0.26
H: -0.8873 1.9287 0.7784  0.25

Forces on atoms 1 to 2 (eV/Å):
Na 0.684 -0.007 0.014
O -1.632 0.266 -0.116